1.
ORCA calculation (ωB97M-V/def2-TZVPD) on 9 unconnected molecules or ions with the total composition C6H29NO9 in a non-equilibrium geometry.

Structure (XYZ):
```
45
Properties=species:S:1:pos:R:3:lowdin_charge:R:1
H -0.060 -1.319 -3.045 0.01
H -1.187 2.132 -1.944 0.00
H 2.635 1.418 0.169 0.07
H 1.470 -1.751 -1.303 0.03
H -1.491 -1.552 1.262 0.12
H -1.509 1.916 2.608 0.01
C -0.592 -1.544 1.886 -0.07
O -0.774 -0.682 -3.227 -0.06
O -2.082 2.550 2.113 -0.06
O 3.291 -2.495 -0.150 -0.04
H -3.193 0.627 -0.637 -0.03
H -2.956 3.000 -0.685 0.09
H 0.890 -3.612 3.075 0.09
O -0.646 0.561 2.985 0.00
H 1.616 -3.072 -2.034 0.06
O -0.917 2.081 -2.863 -0.05
H -0.190 -3.341 0.822 0.12
O 1.307 -2.177 -2.177 -0.06
C 0.423 -2.501 1.222 -0.28
H -2.955 -0.655 -1.514 0.00
H 2.135 -2.542 2.459 0.08
H 0.928 0.111 0.246 0.13
H 3.524 -3.407 0.045 0.05
H -0.741 -1.921 2.914 0.12
H 1.494 2.370 -0.796 0.05
O -3.444 -0.287 -0.787 -0.06
H 0.009 2.429 1.009 0.09
H -1.334 1.374 -3.343 0.02
H -1.346 -0.985 -3.934 0.06
C -0.172 -0.058 2.022 -0.45
H 1.348 -0.095 -2.976 -0.01
H -2.139 2.428 0.447 0.01
C 0.962 1.964 1.251 -0.20
O -2.367 2.245 -0.501 -0.08
O 1.452 0.749 -2.536 -0.08
C 1.983 2.305 0.172 -0.07
H 1.774 -4.057 1.544 0.06
N 0.636 0.525 1.134 0.09
H 2.578 3.217 0.319 0.08
H 0.545 1.128 -2.605 -0.01
H 1.209 2.264 2.261 0.12
C 1.360 -3.245 2.132 -0.13
H -2.973 2.210 2.214 0.06
H 0.965 -2.023 0.386 0.06
H 4.004 -1.920 0.156 0.07
```

Frontier orbital gap: 9.94 eV
2S+1: 1
SMILES: CCCC(=O)NCC.O.O.O.O.O.O.O.O
Lowest unoccupied orbital energy: 0.1 eV


2.
ORCA calculation (ωB97M-V/def2-TZVPD) on 7 unconnected molecules or ions with the total composition C6H29O6PS.

Structure (XYZ):
```
43
Properties=species:S:1:pos:R:3:lowdin_charge:R:1
C 2.208 1.079 -0.774 -0.33
H -2.942 3.731 3.041 0.04
H -3.527 -2.185 -1.964 0.07
H 3.246 0.997 -1.109 0.10
H 2.313 -0.862 0.181 0.04
H 2.249 1.640 0.168 0.10
H 2.572 -1.331 3.588 0.04
H -1.996 3.900 4.223 0.04
C -3.069 -1.628 -1.147 -0.17
H -3.813 -1.547 -0.353 0.06
H -0.716 -1.404 2.229 0.04
S -3.112 0.977 -0.404 0.82
H 2.217 -3.169 0.315 0.03
C -2.569 -0.258 -1.619 -0.55
H 0.673 -0.372 -0.144 0.03
H -2.954 -0.002 -2.606 0.07
H 1.441 1.316 -2.768 0.07
P -0.401 2.221 -1.341 0.76
H -2.240 -2.211 -0.752 0.06
H -1.424 -0.805 1.017 -0.02
H 2.373 -0.219 2.554 0.03
H -1.482 -0.268 -1.691 0.04
O -2.992 0.895 2.997 -0.09
H -2.225 1.472 3.104 0.01
O -1.119 -1.645 1.387 -0.06
H -2.201 3.038 0.147 0.02
O 5.367 -5.199 -1.296 -0.06
C 1.415 1.860 -1.817 -0.40
H 3.433 -2.963 -0.564 0.04
H -2.749 3.080 -1.549 0.03
H -0.240 1.463 -0.135 0.01
O -2.016 3.887 3.261 -0.06
O 2.442 -1.175 2.648 -0.05
H -0.862 1.766 -2.604 0.01
H 4.614 -4.726 -0.923 -0.01
H 1.874 2.838 -1.997 0.06
H -0.181 3.611 -1.238 0.02
O 2.783 -3.631 -0.316 -0.05
H -2.953 0.622 2.069 -0.06
C 1.687 -0.340 -0.542 -0.13
H 1.699 -0.912 -1.473 0.08
H 5.394 -6.026 -0.807 0.03
C -2.217 2.487 -0.799 -0.71
```

Frontier orbital gap: 8.50 eV
2S+1: 1
SMILES: CCC[PH3]CSCC.O.O.O.O.O.O
Lowest unoccupied orbital energy: 0.1 eV


3.
ORCA calculation (ωB97M-V/def2-TZVPD) on a molecular structure, C6H2Br2N2O4 in a non-equilibrium geometry.

Structure (XYZ):
```
16
Properties=species:S:1:pos:R:3:lowdin_charge:R:1
O 2.781 -0.453 2.096 0.05
H -0.771 1.235 -2.435 0.15
C -1.296 -0.461 -0.874 -0.15
C -0.057 1.439 -0.457 -0.10
C -0.840 -0.663 0.496 -0.39
C -0.716 0.782 -1.399 -0.02
O -2.661 -2.015 -2.184 0.26
C -0.148 0.701 0.856 -0.68
O -1.005 -1.593 1.243 0.13
N 1.887 -0.517 0.073 -0.35
O 0.945 0.685 1.676 -0.01
Br 3.180 -1.745 -0.380 0.77
H 0.424 2.301 -0.423 0.08
N 1.971 -0.187 1.264 -0.44
C -2.151 -1.214 -1.535 -0.05
Br -1.542 1.706 1.984 0.76
```

Frontier orbital gap: 8.66 eV
2S+1: 1
Lowest unoccupied orbital energy: -0.6 eV


4.
ORCA calculation (ωB97M-V/def2-TZVPD) on C6H2Br2O in the gas phase in a non-equilibrium geometry.

Structure (XYZ):
```
11
Properties=species:S:1:pos:R:3:lowdin_charge:R:1
C -0.706 -0.572 -0.894 -0.01
C -0.273 0.273 0.011 -0.02
O 1.727 1.471 -2.810 0.07
Br 3.434 1.973 -0.156 0.80
C 1.186 1.106 -1.802 -0.54
C 1.706 1.316 -0.415 -0.65
C 0.871 0.889 0.561 -0.11
C -0.178 0.535 -1.685 -0.54
Br -1.477 1.690 -2.560 0.77
H 1.053 0.923 1.621 0.11
H -1.405 -1.360 -1.055 0.11
```

Frontier orbital gap (alpha / beta): 6.75 / 6.20 eV
2S+1: 3
Lowest unoccupied orbital energy (alpha / beta): -0.2 / -3.2 eV


5.
ORCA calculation (ωB97M-V/def2-TZVPD) on a molecular structure, C6H2Cl5O5Pb in a non-equilibrium geometry.

Structure (XYZ):
```
19
Properties=species:S:1:pos:R:3:lowdin_charge:R:1
C 0.227 0.101 0.483 -0.42
O 1.418 0.102 -3.657 -0.50
Cl -1.321 2.227 -0.205 0.80
O 0.741 0.156 -0.630 -0.21
H 0.364 -1.805 3.348 0.13
C 0.052 -1.040 2.648 -0.09
C -0.822 1.016 0.906 -0.49
O -0.781 0.179 -2.880 -0.53
C -1.415 0.892 2.105 -0.08
C 0.657 -0.926 1.429 -0.52
Cl 0.198 -0.761 -3.529 0.71
Cl -1.700 -0.268 4.486 0.90
Pb 0.672 2.044 -2.530 1.28
Cl 2.773 1.594 -0.872 0.00
C -0.964 -0.142 2.979 -0.58
O 0.464 -1.848 -2.656 -0.26
H -2.216 1.549 2.413 0.13
Cl 1.923 -1.923 0.971 0.95
O -0.271 -1.145 -4.807 -0.23
```

Net charge: +1
Frontier orbital gap (alpha / beta): 5.49 / 5.44 eV
2S+1: 1
Lowest unoccupied orbital energy (alpha / beta): -7.9 / -7.9 eV


6.
ORCA calculation (ωB97M-V/def2-TZVPD) on a molecular structure, C6H2CsO4 in a non-equilibrium geometry.

Structure (XYZ):
```
13
Properties=species:S:1:pos:R:3:lowdin_charge:R:1
C -22.991 -23.063 7.129 -0.40
H -24.944 -23.942 7.421 0.09
C -23.736 -25.187 6.122 -0.41
H -20.561 -24.319 4.958 0.00
O -20.852 -22.209 6.364 -0.03
C -21.515 -24.268 5.460 -0.08
C -21.665 -23.134 6.325 -0.40
O -23.018 -22.186 8.009 -0.05
C -22.437 -25.285 5.321 -0.42
Cs -18.517 -26.406 4.440 0.94
O -24.643 -26.049 5.954 -0.08
O -22.167 -26.189 4.460 -0.15
C -23.977 -24.092 6.969 -0.03
```

Net charge: -1
Frontier orbital gap: 2.85 eV
2S+1: 1
Lowest unoccupied orbital energy: 0.5 eV


Energy values, unit eV, following the record order: -26611.143 -39099.174 -157502.658 -148380.235 -84335.700 -14991.371.